*w*
61
Properties=species:S:1:pos:R:3:mulliken_charge:R:1 method="wB97M-V/def2-TZVPD" homo_energy_ev=-8.69 lumo_ev=0.668
O 0.4937 -2.3850 2.4995 -0.6853
O -3.2616 -1.7587 -1.9546 -0.6771
N 0.1838 -1.5906 0.4072 1.1103
N -2.6808 -0.6146 -0.1076 0.4082
C 1.6826 -1.1972 -1.4574 -1.6680
C -1.3354 1.0584 -2.3999 -0.7327
C -2.8679 -1.7667 -0.8030 0.9968
C 1.9724 0.4950 1.1291 0.0331
C 3.9062 0.9775 2.4780 0.9521
C 4.3580 -0.3103 2.2259 -1.0446
C -0.2025 1.9907 -2.8181 -0.5614
C -0.2365 -1.9425 1.6368 0.1027
C 2.6983 1.3672 1.9158 -1.1416
C 2.4239 -0.7964 0.8787 -0.3616
C -1.7382 -1.7842 1.8984 0.2291
C -3.1473 0.6320 -0.6920 -2.2139
C 4.6902 1.9085 3.3517 -1.5118
C 3.6311 -1.1854 1.4391 -0.6112
C -2.5432 2.9778 -1.3574 -1.2289
C -2.5096 -3.0089 1.4012 -1.0461
C 1.5845 -1.6972 -0.0138 2.1863
C -0.7375 3.4005 -3.0486 -0.9944
C -2.4903 -3.0676 -0.1183 -0.5266
C -2.0086 1.5637 -1.1244 2.2971
C -2.3730 -0.5300 1.3080 -0.9976
C 1.9970 -3.1707 0.0406 -2.3800
C -1.4205 3.9185 -1.7867 -0.6257
H 4.4210 2.9444 3.1585 0.3632
H 0.0789 4.0686 -3.3304 0.3851
H 0.2694 1.6157 -3.7283 0.4246
H 5.7587 1.7844 3.1885 0.3895
H 1.0330 0.8254 0.7069 0.5540
H 4.4849 1.6942 4.4010 0.2840
H -1.8245 4.9171 -1.9640 0.3801
H 4.0165 -2.1782 1.2749 0.4032
H 5.2944 -0.6370 2.6557 0.3777
H 1.2995 -3.7615 -0.5508 0.3931
H -3.7533 0.3727 -1.5633 0.4609
H -1.4571 3.3845 -3.8698 0.3546
H -2.0788 1.0105 -3.1979 0.3689
H -0.6843 3.9949 -0.9825 0.3152
H 1.0447 -1.7897 -2.1111 0.4347
H 2.3219 2.3648 2.0959 0.3836
H -0.9587 0.0449 -2.2523 0.0795
H -3.0097 3.3545 -0.4438 0.3878
H 1.9733 -3.5256 1.0666 0.5121
H 2.9927 -3.3063 -0.3712 0.4744
H -1.2610 1.6093 -0.3224 -0.4818
H -1.7098 0.3283 1.4640 0.3801
H -2.0718 -3.9181 1.8165 0.4213
H 2.7089 -1.2853 -1.8044 0.4373
H 1.3918 -0.1526 -1.5279 0.2341
H -3.3090 2.9457 -2.1354 0.3462
H -3.1787 -3.8305 -0.4869 0.4332
H -3.5418 -2.9399 1.7536 0.4238
H -3.7825 1.1399 0.0425 0.2926
H -1.4937 -3.3448 -0.4730 -0.0098
H 0.5602 2.0229 -2.0347 0.1829
H -1.8291 -1.7303 2.9881 0.4138
H -0.4681 -1.1835 -0.2445 -0.6644
H -3.3065 -0.3230 1.8536 0.5570

***

*x*
61
Properties=species:S:1:pos:R:3:mulliken_charge:R:1 method="wB97M-V/def2-TZVPD" homo_energy_ev=-8.08 lumo_ev=0.523
O 1.5857 -3.3186 -0.0945 -0.3434
O 2.7736 1.4151 2.3205 -0.7462
N -2.2117 -1.6318 0.2305 0.7543
N 2.6300 2.0450 0.0766 0.2072
C -1.8587 -2.7154 1.2335 -0.7823
C -3.4710 -0.7523 -0.0012 -2.2639
C -2.6253 1.1740 -0.6108 -1.1784
C 1.2533 0.3868 -2.6541 -1.0431
C -0.3726 -2.2780 -1.1273 1.7492
C -1.7490 -2.0253 -1.2111 -2.1069
C 2.4001 -2.2138 0.1368 0.7687
C -4.6771 1.2685 0.5552 -2.1015
C 4.7668 -1.9213 0.2601 -0.1891
C 3.8337 -2.8759 0.0845 -0.9772
C 0.5163 3.6443 0.3904 -0.1316
C 1.5405 1.4250 -1.9622 0.2972
C 2.8958 1.0212 0.9383 0.1191
C 2.8570 1.8597 -1.3322 -1.6682
C 3.1395 -0.3200 0.8296 -0.5078
C -2.5226 0.8705 1.5740 -1.7444
C 2.1581 3.5030 0.3649 -1.3396
C -0.4583 -2.8256 1.3823 -0.8358
C 4.5250 -0.6010 0.5357 -0.5367
C 0.0891 4.6473 -0.3064 -0.6266
C 0.1448 -3.2420 -0.2382 -0.8818
C -3.2790 0.7622 0.4177 3.5522
C 2.0858 -0.9785 0.2850 -1.6115
H 0.8209 5.4505 -0.8185 0.2011
H 0.4045 0.1820 -2.9269 0.8944
H -4.6632 2.2361 0.6913 0.6618
H -0.3159 -4.1827 -0.3790 0.5780
H 0.0187 -1.2544 -1.0416 -1.0329
H 3.3177 0.9458 -1.3765 0.5237
H 2.0582 -0.3881 -3.0285 0.1891
H 2.7762 4.0841 -0.0228 0.8743
H 2.4515 3.6391 1.7309 0.2815
H -3.1081 1.0238 -1.7849 0.1769
H -0.1276 -2.7855 -2.2924 0.2333
H -1.5504 0.8678 -0.8466 -0.3439
H -3.1068 0.5054 2.6170 0.2931
H -1.5728 0.4136 1.9678 0.1080
H 4.1525 -3.9311 -0.1368 0.3646
H -2.3686 -2.9873 -1.2571 0.3710
H 5.9248 -2.4030 0.3788 0.0913
H 0.6124 2.2276 -1.7413 0.0196
H -3.9598 -1.3111 1.0675 0.3926
H -0.2665 -3.6152 2.0193 0.4547
H 0.1302 2.7108 0.9032 0.3579
H -5.2889 0.9250 -0.4044 0.2690
H 1.2093 -0.8650 0.2941 2.7437
H -2.3913 2.2429 -0.5080 0.3029
H -0.9838 4.7407 -0.3584 0.3208
H 5.4741 -0.0773 0.9285 0.3018
H -2.3793 -2.0956 2.3807 0.3276
H -2.3316 -3.5891 1.1453 0.4341
H -2.2410 -1.3899 -1.7516 1.0380
H -5.2290 1.0080 1.4017 0.4852
H -2.5333 2.0611 1.9950 0.2444
H 0.0457 -2.0198 1.6199 0.4399
H -4.0438 -1.2838 -0.6711 0.7317
H 3.0953 2.5919 -1.8721 0.8388

***

Of them, *w* has the highest stability.

***

*w*
63
Properties=species:S:1:pos:R:3:mulliken_charge:R:1 method="wB97M-V/def2-TZVPD" homo_energy_ev=-11.15 lumo_ev=0.261
O 2.9814 0.5849 -1.3882 -0.8158
O -0.6675 -3.0553 -1.3174 -0.7899
O 2.2287 3.2183 1.9877 -0.7583
O -3.0384 -0.0385 -1.3464 -0.7962
O -3.1030 2.7214 1.5464 -0.9037
O 2.4624 -3.0549 0.6533 -0.8613
O 3.6371 -0.7090 0.8749 -0.8651
O -0.1215 0.1130 1.6909 -1.0948
O -2.9978 -2.5897 1.7107 -0.7113
O -0.4351 2.8430 1.8886 -0.7298
O -0.6497 -0.6836 -2.7360 -0.9746
O 2.0472 -1.1053 -3.2855 -0.8432
O 2.3459 0.7123 2.7626 -0.8530
O -0.2872 3.2042 -0.7684 -0.7193
O 1.9164 -3.3892 -1.9791 -0.7301
O 2.6730 3.1429 -0.6500 -0.7939
O 0.4411 0.6771 -0.7926 -0.9669
O -0.1417 -2.5235 1.2610 -0.7900
O -2.9203 2.6750 -1.0976 -0.7412
O -2.7302 0.0441 1.3135 -0.9194
O -3.7232 -2.7588 -0.8045 -0.8130
H 0.1499 0.2697 0.7765 0.7724
H 4.5677 -0.9224 1.1186 0.2902
H 1.5718 -2.9727 0.9646 0.4520
H 1.4559 0.4050 2.6382 0.3393
H -0.2702 -0.1076 -2.0228 0.6931
H 2.5214 3.1650 0.3321 0.4538
H 3.1616 -1.5584 0.7914 0.4207
H 1.3851 0.6087 -1.0176 0.3160
H -1.1971 3.1775 -1.0569 0.3920
H 2.0522 -2.5096 -2.4530 0.4965
H -0.3034 1.8925 1.9768 0.4654
H 1.1281 -0.9349 -3.2805 0.4346
H -3.5208 3.2425 -1.5436 0.2460
H -0.7422 -1.5479 -2.2923 0.4823
H 0.4670 3.2304 2.1619 0.4558
H -1.0186 -2.7790 1.5714 0.2790
H -0.4609 -2.8243 -0.3829 0.5068
H -0.3505 3.2336 0.2282 0.4056
H -3.7015 -1.8535 -1.1384 0.3944
H 3.0660 1.5456 -1.2151 0.3759
H -3.6098 -3.0765 2.2516 0.2621
H -3.1614 1.7278 1.6143 0.4093
H -3.0733 2.7374 -0.1371 0.4715
H 0.1776 1.6386 -0.9024 0.4677
H 3.3381 0.1284 -0.6131 0.4056
H 0.2004 -3.3830 -1.6215 0.3941
H 2.3098 2.2767 2.3193 0.4802
H 2.3557 -4.0604 -2.4920 0.2561
H 2.7902 3.7104 2.5693 0.2729
H -2.8956 -3.1367 -1.1499 0.3423
H -2.9687 -0.8802 1.6329 0.4398
H -2.2914 -0.2555 -1.9468 0.4027
H -3.3197 -2.7265 0.7692 0.4709
H 2.8857 0.2072 2.1135 0.5061
H -2.8500 0.0110 0.3139 0.4901
H 2.5106 -0.4448 -2.6869 0.3679
H -2.1782 2.9831 1.8141 0.4552
H -3.1495 0.8982 -1.3903 0.3175
H -1.1384 0.1185 1.7106 0.2776
H 2.3744 -3.2471 -0.2987 0.4593
H 1.8919 3.5395 -1.0179 0.3269
H -0.0772 -1.5544 1.4677 0.5230

***

*x*
63
Properties=species:S:1:pos:R:3:mulliken_charge:R:1 method="wB97M-V/def2-TZVPD" homo_energy_ev=-9.64 lumo_ev=-0.189
O 0.5924 -3.0752 0.2464 -0.5876
O -3.9535 -0.1657 -0.6499 -0.7190
O -0.2873 -2.4343 2.9432 -0.5254
O -1.0521 1.4014 1.0421 -0.3891
O -1.4633 -0.2940 3.7388 -0.6524
O 1.8462 3.6806 -2.5724 -0.6855
O 4.0785 0.3547 0.9763 -0.5267
O -2.2757 -2.1543 -0.3636 -0.5871
O 0.6371 -1.1191 5.2976 -0.7006
O -4.0188 1.8262 1.1684 -0.6938
O 4.3796 -1.0103 -1.1154 -0.5435
O -1.8583 -1.9138 -5.0251 -0.6219
O 0.6776 0.0162 -0.2120 -0.3964
O 1.2298 3.8164 2.3305 -0.5612
O 3.5061 -2.3486 1.6491 -0.6463
O -3.4456 -2.8354 -2.8087 -0.5658
O 2.7335 -1.4506 -4.0213 -0.5938
O -2.2667 0.9964 -2.0234 -0.6410
O 2.5776 2.0942 2.0071 -0.7494
O 1.3538 0.8270 -2.5454 -0.5069
O -2.4348 4.0273 0.1031 -0.6915
H -1.6703 -0.9794 -5.0631 0.2935
H 3.2414 -1.6699 0.9896 0.3564
H 0.7367 -0.9045 -0.2116 0.0624
H -2.9588 -1.6461 0.1415 0.3683
H -0.4356 1.1946 0.2905 0.1637
H 1.2128 0.3489 -3.3827 0.2856
H -2.7944 1.7760 -2.2455 0.3048
H -4.3945 1.0703 0.6779 0.3795
H -0.7207 2.2835 1.3058 0.3137
H 3.0661 -2.0709 -3.3811 0.2795
H -4.7746 -0.4849 -0.2399 0.3449
H 1.6897 3.3003 -1.6878 0.2906
H 0.3755 -2.2216 2.3027 0.2850
H 2.7037 2.5718 2.8115 0.2554
H -0.6385 -0.4320 4.2411 0.3750
H 2.9042 -2.9427 2.0906 0.2843
H 0.9893 4.0916 -2.6878 0.3428
H -1.7254 -2.5508 0.3051 0.1717
H 1.4651 -0.8319 4.9341 0.3199
H 1.6961 1.7542 1.8491 0.3559
H -3.7144 -0.8644 -1.3292 0.1134
H 3.4345 1.0654 0.9193 0.3801
H -3.1878 -3.7729 -2.6510 0.3116
H -3.2521 1.4179 1.5691 0.3107
H 0.8093 0.3681 -1.2289 0.4624
H -3.3097 -2.4529 -1.9495 0.4487
H -1.1283 0.3018 3.0370 0.2805
H -3.2425 4.3700 0.5336 0.2926
H 0.2704 -3.2451 -0.6430 0.2739
H -0.9735 -2.8977 2.4629 0.2369
H 1.3318 4.2023 1.4324 0.2967
H 0.5735 4.4679 2.6537 0.2764
H 1.3660 1.7480 -2.8643 0.2696
H -2.5201 3.0690 0.2217 0.4320
H 0.4556 -2.0706 5.0159 0.3342
H 4.7564 -0.1631 -1.2724 0.2498
H -2.7579 -1.9266 -4.6092 0.3140
H -2.4316 0.8626 -1.0651 0.4037
H 1.5369 -2.9680 0.1444 0.2289
H 4.3686 0.2773 1.8882 0.2323
H 4.9007 -1.7620 -0.8146 0.2890
H 2.1904 -1.9225 -4.6563 0.3146

***

*y*
63
Properties=species:S:1:pos:R:3:mulliken_charge:R:1 method="wB97M-V/def2-TZVPD" homo_energy_ev=-10.35 lumo_ev=0.133
O 0.3734 2.8373 4.2645 -0.6324
O -0.3837 -2.6354 -0.7834 -0.5597
O 0.7566 -2.6226 -3.2319 -0.6095
O -1.1218 0.7560 -1.4315 -0.4629
O 0.1916 0.2509 5.5149 -0.5955
O 1.4581 -5.2570 -0.9198 -0.6472
O 1.6512 -0.2876 3.1994 -0.6440
O -3.1797 -1.6125 -0.9375 -0.6627
O -5.0793 -1.2856 1.0991 -0.6469
O -3.0597 0.7432 1.6897 -0.5995
O 2.4951 0.9884 -0.7719 -0.7756
O 3.2266 -3.0214 -1.4446 -0.7216
O 0.7546 2.9829 -3.8584 -0.6700
O 1.1583 0.0079 -4.1115 -0.7683
O 1.7193 -2.1119 1.0861 -0.7504
O -0.8568 4.7060 -1.6972 -0.6682
O 3.2960 -0.6908 -2.8064 -0.7037
O -3.1114 2.9739 -0.2910 -0.6474
O -2.3120 -0.7833 4.5632 -0.6788
O -0.5764 0.8398 2.2944 -0.5888
O 2.6074 3.4831 -1.7803 -0.7262
H 2.1995 4.1055 -1.1490 0.3448
H -2.9463 -1.4593 4.8150 0.2885
H 1.3574 3.2691 -3.1287 0.3991
H 1.6048 -3.0211 1.4175 0.2962
H 2.8187 0.2957 -1.4193 0.3668
H -2.6995 -0.7878 -1.1676 0.3377
H 1.1651 3.3645 -4.5965 0.2822
H 4.1416 -0.4915 -3.1702 0.2465
H 1.7863 -0.9961 2.5492 0.4324
H -0.4025 3.8518 -1.9255 0.3149
H -0.0847 -2.5076 -1.7253 0.3686
H 0.3089 0.5504 2.5042 0.2589
H -0.6599 -0.0696 5.2124 0.4087
H -2.4720 -0.5817 3.6225 0.3309
H -4.6272 -0.5335 1.5061 0.3698
H -4.0881 -1.5788 -1.2542 0.2997
H -3.2644 1.4377 1.0334 0.2224
H 0.3368 3.3667 5.0781 0.2929
H -3.5118 3.5849 0.3029 0.2904
H 0.9887 0.9769 -4.1466 0.3488
H -4.3508 -1.8468 0.8918 0.3027
H 1.1213 -0.7098 3.9108 0.3130
H 2.4965 0.5434 0.0826 0.2915
H 2.5595 -3.6336 -1.8089 0.2832
H 0.6478 -4.9586 -1.3640 0.3070
H -1.6671 1.3883 -0.9153 0.1816
H 0.8981 -2.0713 0.5304 0.3930
H -1.2864 -2.5251 -0.6373 0.2530
H 1.2781 -5.9820 -0.3231 0.2850
H 3.2864 -1.5837 -2.3495 0.4788
H -0.2699 0.8160 -0.9692 0.3406
H -0.5867 1.7571 2.6084 0.3145
H 2.9607 -3.0437 -0.5245 0.3299
H -2.5554 3.4639 -0.9455 0.2995
H 0.7668 -1.6327 -3.3614 0.3554
H 0.0655 -2.7910 -3.8349 0.2702
H 0.7093 1.9956 4.6687 0.2995
H -1.0326 5.0842 -2.5702 0.3365
H 1.8863 -0.2866 -3.6117 0.4654
H -2.0711 0.6200 1.5814 0.4303
H 2.6378 2.6429 -1.2696 0.4571
H 0.5471 -0.2834 6.2070 0.2714

***

Of them, *w* has the highest stability.

***

*w*
15
Properties=species:S:1:pos:R:3:mulliken_charge:R:1 method="wB97M-V/def2-TZVPD" homo_energy_ev=-9.35 lumo_ev=0.166
S 1.9961 1.0821 0.8971 0.4810
O 1.6930 -0.4979 0.3755 -0.3465
O 2.3272 1.0462 2.3166 -0.5015
C -0.5915 0.5628 0.6140 0.5218
C -1.9079 0.1742 0.4571 -0.7811
C -3.0492 -0.0988 0.1962 -0.1302
C 0.7002 -0.8321 -1.6417 -0.9859
C 0.1330 1.5987 0.9438 -0.3274
C 0.4930 -0.7831 -0.1851 0.0161
H -0.2965 2.5256 1.4231 0.3916
H 1.3529 0.1105 -1.9308 0.1934
H -0.2374 -0.9326 -2.0119 0.4420
H -4.0310 -0.5977 0.1493 0.3953
H -0.0252 -1.6867 0.2976 0.3485
H 1.4431 -1.6711 -1.9009 0.2830

***

*x*
15
Properties=species:S:1:pos:R:3:mulliken_charge:R:1 method="wB97M-V/def2-TZVPD" homo_energy_ev="-9.33 / -9.33" lumo_ev="-0.673 / -0.673"
S -1.9660 0.0334 0.0937 1.0199
O -2.1925 -0.0405 -1.3231 -0.5805
O -3.0332 0.3011 1.0440 -0.6372
C 0.6855 0.4153 -0.0416 0.6301
C 3.0278 1.5981 -0.0737 0.0309
C -0.5555 1.2033 0.3356 -0.6117
C 1.9780 0.9933 -0.0483 -0.9824
C 0.3498 -1.0412 -0.4461 -0.5155
C -0.8544 -1.3897 0.4350 -0.7533
H 3.8695 2.0198 0.1476 0.5741
H -0.0269 -1.0390 -1.5828 0.2771
H -1.2547 -2.2712 0.0540 0.4248
H -0.4928 2.2986 0.3420 0.4315
H 1.2204 -1.7666 -0.4752 0.3703
H -0.7552 -1.3148 1.5389 0.3218

***

Of them, *x* has the highest stability.